(1)
14
Properties=species:S:1:pos:R:3:forces:R:3 method="wB97M-V/def2-TZVPD" total_energy_ev=-17155.1946 largest_force_ev_per_a=3.6 de_lowest_kcal_mol=121.20 homo_ev="-8.4 / -8.5"
C 0.961 0.542 -1.135 -1.00 -0.59 1.07
C 0.219 -0.047 0.049 -2.59 0.72 -0.85
C -0.175 -1.505 -0.130 1.62 -0.18 2.23
C -1.656 1.288 0.874 1.81 -3.08 0.47
O 2.758 -0.604 0.791 0.24 -0.09 -0.32
S 1.849 0.518 0.500 -0.69 -0.23 -0.04
H 1.106 -0.139 -1.982 0.37 0.31 0.43
H 0.628 1.536 -1.356 0.40 0.61 -0.44
H -0.386 -1.952 0.887 -0.79 0.43 -1.27
H 0.768 -2.038 -0.308 0.03 -0.02 -0.57
H -0.861 -1.694 -0.962 -0.10 0.16 0.60
H -2.249 1.440 0.004 -0.32 0.05 -0.52
H -0.828 1.932 1.025 0.02 0.95 0.61
H -2.134 0.722 1.743 0.99 0.98 -1.38

=====

(2)
22
Properties=species:S:1:pos:R:3:forces:R:3 method="wB97M-V/def2-TZVPD" total_energy_ev=-10439.1762 largest_force_ev_per_a=1.9 de_lowest_kcal_mol=42.70 homo_ev=-9.1
C 0.681 -0.210 -0.293 -0.99 -0.86 0.76
N -0.086 -1.073 0.632 -0.02 -0.45 -0.15
C 0.155 -2.501 0.498 0.11 0.63 1.01
O -0.734 -3.059 -0.434 -0.04 0.25 -0.28
C -0.162 0.954 -0.806 0.97 1.43 0.75
C -0.787 1.713 0.384 0.03 -0.65 -0.27
C 0.208 2.124 1.450 0.56 0.40 1.30
N 0.755 1.863 -1.519 -0.10 -0.59 0.11
H 1.610 0.110 0.166 0.14 0.40 -0.06
H 0.924 -0.867 -1.107 0.32 -0.14 -0.66
H -0.034 -0.814 1.608 0.12 0.28 -0.17
H 1.201 -2.697 0.245 -0.14 -0.26 -0.54
H 0.005 -2.951 1.489 -0.12 -0.01 -0.04
H -1.479 -2.433 -0.412 0.16 -0.37 -0.10
H -1.002 0.583 -1.389 0.04 -0.12 -0.39
H -1.328 2.601 0.062 -0.17 -0.13 -0.36
H -1.496 0.974 0.747 -0.33 0.34 0.47
H 1.236 2.151 1.092 0.01 -0.05 -0.14
H 0.032 3.115 1.890 -0.22 -0.05 -0.45
H 0.205 1.503 2.359 -0.03 -0.28 -0.44
H 0.593 2.836 -1.327 -0.22 0.09 -0.24
H 0.850 1.676 -2.503 -0.07 0.12 -0.09

=====

(3)
73
Properties=species:S:1:pos:R:3:forces:R:3 method="wB97M-V/def2-TZVPD" total_energy_ev=-105274.0368 total_charge=-1 largest_force_ev_per_a=2.8 multiplicity=2 de_lowest_kcal_mol=25.97 homo_ev="-1.7 / -4.5"
Bi 13.404 13.196 8.689 0.57 -1.84 0.17
C 9.015 16.737 8.948 -2.33 0.65 1.47
C 9.413 16.003 10.234 0.98 0.29 -0.81
O 10.831 16.250 10.605 -0.77 0.33 -0.64
P 11.923 16.133 9.436 -0.67 -1.29 -1.42
S 13.626 15.593 10.266 0.34 0.61 0.29
S 11.240 14.721 8.114 -0.78 1.61 0.27
O 11.957 17.548 8.637 1.15 -0.03 0.07
C 13.226 18.027 7.975 -1.72 1.91 0.41
C 13.263 17.796 6.465 0.41 -0.25 -0.45
H 7.912 16.732 8.986 -0.03 0.18 0.10
H 9.191 16.305 7.998 0.92 -0.62 -0.48
H 9.285 17.781 8.951 0.35 0.30 0.05
H 9.269 14.930 10.035 0.19 0.27 0.53
H 8.857 16.361 11.115 0.17 -0.21 -0.47
H 14.040 17.655 8.580 0.33 -0.23 -0.24
H 13.168 19.162 8.100 0.03 -1.53 0.25
H 13.909 16.974 6.160 0.05 -0.21 0.27
H 13.665 18.689 5.928 -0.48 -0.49 0.52
H 12.280 17.531 6.058 0.06 0.33 0.27
C 7.865 11.837 9.033 -1.30 0.73 1.12
C 8.247 11.433 7.610 1.87 -0.96 1.88
C 7.477 10.184 7.173 -0.74 0.34 -0.42
C 8.097 12.614 6.706 0.26 0.57 -2.65
O 9.670 11.084 7.675 -0.76 0.42 -0.30
Si 10.583 9.959 8.422 1.19 0.22 -0.38
S 12.464 10.666 9.012 0.46 0.54 0.04
O 10.803 8.704 7.386 0.69 -0.02 -0.56
C 11.729 8.483 6.252 -1.44 -0.52 0.40
C 10.925 7.396 5.515 -0.16 -0.94 0.13
C 11.903 9.729 5.417 -0.55 0.97 -0.42
C 13.041 7.983 6.767 0.11 -0.07 0.89
O 9.885 9.358 9.754 -0.96 -1.16 1.30
C 10.097 8.269 10.738 0.42 0.31 -1.24
C 9.120 7.129 10.356 0.77 -0.30 0.49
C 11.561 7.876 10.806 1.31 -0.52 2.42
C 9.723 8.815 12.076 -0.12 2.22 0.83
H 6.780 12.035 9.017 0.03 0.01 0.00
H 8.294 12.821 9.386 0.07 -1.20 -0.56
H 7.974 11.055 9.829 0.44 0.56 -0.97
H 6.418 10.478 6.959 0.68 -0.28 0.16
H 7.459 9.419 7.987 0.27 0.46 -0.81
H 7.919 9.819 6.215 -0.27 -0.04 0.85
H 7.108 13.062 6.828 0.05 0.09 0.18
H 8.135 12.324 5.599 0.03 0.06 1.38
H 8.886 13.401 6.790 -0.58 -0.75 0.50
H 9.940 7.778 5.183 0.61 -0.04 0.10
H 10.716 6.536 6.196 0.12 0.77 -0.15
H 11.444 6.917 4.680 0.14 0.44 -0.24
H 10.880 10.116 5.299 0.31 0.22 -0.29
H 12.369 9.634 4.400 -0.37 -0.43 0.98
H 12.474 10.495 5.960 -0.12 -0.21 -0.07
H 12.865 7.171 7.451 -0.13 -0.64 0.25
H 13.591 8.718 7.364 -0.14 0.16 -0.46
H 13.621 7.611 5.948 0.59 -0.12 -0.53
H 9.414 6.683 9.380 -0.42 0.35 0.58
H 8.153 7.637 10.334 -0.13 -0.43 -0.36
H 9.082 6.315 11.150 0.17 0.99 -0.90
H 11.999 7.439 9.908 -0.16 0.11 0.00
H 11.701 7.154 11.707 -0.46 0.58 -1.66
H 12.209 8.720 11.191 -0.85 -0.56 -1.02
H 8.694 9.140 12.076 -0.69 -0.24 -0.01
H 10.233 9.794 12.300 0.08 -1.06 -0.34
H 9.883 8.147 12.916 0.08 -0.27 -0.10
Te 13.983 13.561 5.794 1.31 -1.05 1.07
C 15.709 12.704 6.993 0.86 1.58 -0.53
C 16.598 13.598 7.667 -1.58 -0.81 -1.81
C 17.623 12.899 8.291 1.35 0.25 0.50
C 17.618 11.567 8.040 1.47 -0.96 0.71
S 16.351 11.078 7.079 -1.71 0.79 -0.72
H 16.523 14.685 7.520 -0.16 -0.63 0.54
H 18.436 13.320 8.874 -0.18 0.23 -0.06
H 18.397 10.842 8.313 -0.53 0.43 0.08